[1]
A cluster of 3 separate species, C29H59F3N3O4 in total at a distorted geometry. Source: OMol25; level of theory: ωB97M-V/def2-TZVPD.

Geometry as ORCA input:
```
! wB97M-V def2-TZVPD RIJCOSX def2/J DEFGRID3
* xyz 1 1
C 5.02062 1.47129 2.00644
C 4.58971 1.98221 0.66686
O 4.63596 1.30644 -0.35946
O 4.10707 3.28339 0.64387
C 2.72148 3.33644 0.30346
C 2.49189 4.36753 -0.79858
C 1.45624 5.45367 -0.42469
C 0.08282 5.16339 -1.03143
C -1.10465 5.62456 -0.14690
C -2.04353 4.53562 0.14980
N -3.29207 4.55403 -0.13911
C -4.07447 3.41104 0.33613
C -2.99252 2.47638 0.93278
C -2.97694 1.02631 0.42406
O -1.61252 0.63875 0.32529
C -1.38636 -0.70077 0.26591
F -0.04935 -0.89371 0.30936
F -1.88018 -1.23103 -0.87119
F -1.95875 -1.35135 1.30012
C -1.67563 3.23247 0.77182
C -0.89356 3.43343 2.08067
C -1.61607 4.28480 3.11610
C -0.69176 4.58384 4.31542
C 0.21137 5.76523 3.99721
O 1.07807 6.08598 5.06069
H 4.75200 2.14933 2.80146
H 4.55255 0.50349 2.13125
H 6.08740 1.30107 1.98860
H 2.38744 2.35645 -0.01801
H 2.16539 3.58491 1.20491
H 2.12082 3.86900 -1.68625
H 3.44782 4.80819 -1.03559
H 1.40264 5.49358 0.65823
H 1.82102 6.42187 -0.73932
H -0.00672 4.11510 -1.28009
H 0.01246 5.71315 -1.95982
H -0.72535 5.99036 0.80142
H -1.66255 6.43776 -0.59675
H -3.72566 5.31447 -0.64313
H -4.77167 3.01855 -0.38791
H -4.63157 3.80693 1.17659
H -3.23186 2.40756 1.98334
H -3.50844 0.41527 1.13891
H -3.47898 0.94885 -0.53497
H -0.98316 2.79581 0.05927
H 0.06682 3.86701 1.83117
H -0.69041 2.46075 2.51090
H -1.91332 5.24829 2.70805
H -2.48461 3.75423 3.48329
H -1.31447 4.87139 5.15105
H -0.10838 3.70624 4.56187
H 0.77857 5.56841 3.08830
H -0.42203 6.62422 3.80478
H 1.86452 5.55600 4.95538
C -5.06633 -4.75817 -4.96141
C -4.49847 -4.22774 -3.65380
N -5.15935 -4.77115 -2.48323
C -4.83346 -4.06847 -1.25868
C -3.38284 -4.11049 -0.75970
C -5.19109 -6.22147 -2.39617
C -3.85409 -6.97417 -2.41540
H -6.14442 -4.60242 -5.00814
H -4.60958 -4.23326 -5.80094
H -4.86428 -5.82088 -5.09579
H -4.63861 -3.14291 -3.63835
H -3.41016 -4.40051 -3.64423
H -5.49121 -4.43467 -0.46583
H -5.11226 -3.01799 -1.40344
H -3.12761 -5.07709 -0.32865
H -3.24626 -3.36604 0.02566
H -2.66924 -3.88538 -1.55241
H -5.80202 -6.59333 -3.22183
H -5.74573 -6.49524 -1.49591
H -3.18237 -6.59957 -3.18877
H -4.03242 -8.03012 -2.62488
H -3.33663 -6.92100 -1.45886
C 2.68669 -3.83800 1.32396
C 3.37517 -2.95939 0.28958
N 4.81002 -2.87696 0.47238
C 5.42744 -1.82157 -0.31708
C 5.38172 -1.93824 -1.84455
C 5.51194 -4.14872 0.50535
C 5.37049 -5.08167 -0.70469
H 2.93797 -3.51720 2.33590
H 1.60428 -3.77026 1.20342
H 2.95908 -4.88807 1.21754
H 2.97204 -1.94578 0.38235
H 3.09524 -3.31194 -0.71627
H 6.47040 -1.71727 -0.00310
H 4.94919 -0.88332 -0.04106
H 6.07758 -2.68702 -2.22043
H 5.66787 -0.98269 -2.28832
H 4.38257 -2.18097 -2.20815
H 5.18172 -4.69328 1.39378
H 6.57051 -3.94630 0.68173
H 4.33613 -5.16511 -1.04097
H 5.70543 -6.08470 -0.43442
H 5.97782 -4.75756 -1.54783
*
```

Results
* ΔE to the lowest compared entry with this formula, charge and spin: 0.224 eV
* LUMO: -3.7 eV
* HOMO: -9.32 eV


[2]
A cluster of 14 separate species, C35H96B3F21N8O17S3 in total at a distorted geometry. Source: OMol25; level of theory: ωB97M-V/def2-TZVPD.

Geometry as ORCA input:
```
! wB97M-V def2-TZVPD RIJCOSX def2/J DEFGRID3
* xyz 2 1
C -4.40288 -6.82529 0.26192
C -3.47650 -5.78895 0.90075
C -2.02235 -5.78816 0.51482
O -1.36022 -4.83452 1.26387
C 0.00311 -5.20002 1.21345
N -4.08303 -4.40485 0.68394
H -4.11596 -4.14687 -0.29200
H -5.05221 -4.38786 0.96768
H -3.50435 -3.77937 1.22616
H -5.47952 -6.69160 0.36713
H -4.22509 -7.88503 0.44476
H -4.29519 -6.66618 -0.81102
H -3.50157 -5.96641 1.97591
H -1.91135 -5.69025 -0.56509
H -1.60002 -6.75699 0.78148
H 0.27816 -5.53591 0.21364
H 0.16864 -6.04999 1.87545
H 0.61707 -4.36247 1.54464
C -1.14690 2.78159 6.61643
C -2.05856 2.27608 5.52796
C -1.81305 3.12089 4.24598
O -2.28391 2.47169 2.99665
C -2.40777 3.39345 1.92959
N -1.56446 0.88812 5.27134
H -1.95955 0.40574 4.47678
H -0.55851 0.85566 5.18716
H -1.75128 0.38799 6.12870
H -0.08828 2.80115 6.35754
H -1.26702 2.18392 7.52002
H -1.47785 3.73772 7.02186
H -3.12178 2.12417 5.71393
H -0.75471 3.33970 4.10411
H -2.17182 4.14544 4.34438
H -3.07461 4.23473 2.11845
H -2.67374 2.84421 1.02645
H -1.43950 3.78631 1.61940
C 3.10219 -4.93185 -5.99547
C 2.60988 -3.70966 -5.23165
C 2.39546 -3.84571 -3.67696
O 3.65100 -4.26193 -3.15898
C 3.68895 -4.80292 -1.85472
N 3.57650 -2.48468 -5.51815
H 3.82035 -2.31719 -6.48385
H 3.06650 -1.69205 -5.15518
H 4.33428 -2.45421 -4.85111
H 2.60283 -5.80774 -5.58126
H 4.16957 -5.13582 -5.91082
H 2.77016 -4.93106 -7.03367
H 1.76447 -3.32192 -5.80001
H 1.66012 -4.59764 -3.39063
H 1.90179 -2.96830 -3.25919
H 4.72209 -5.09774 -1.67081
H 2.98293 -5.63103 -1.79275
H 3.41918 -4.16723 -1.01139
C 4.16202 -1.60956 3.16362
C 4.48120 -0.36666 4.00322
C 5.09966 0.81969 3.11682
O 5.30689 1.96934 3.93175
C 6.03954 2.95994 3.22038
N 3.24682 0.02391 4.75905
H 2.88488 0.89860 4.40687
H 2.46992 -0.61729 4.83251
H 3.62512 0.36086 5.63281
H 3.98802 -2.52364 3.73133
H 4.91842 -1.78467 2.39858
H 3.28266 -1.53550 2.52383
H 5.16354 -0.62077 4.81436
H 4.43256 1.08981 2.29822
H 6.04922 0.44859 2.73118
H 5.64750 3.02545 2.20543
H 7.06108 2.58236 3.17567
H 6.01061 3.93254 3.71161
C -3.84681 5.21461 -4.13868
C -3.74139 5.32550 -2.59986
C -2.32990 4.95084 -2.09225
O -2.23035 3.48617 -1.91837
C -0.94454 2.96457 -1.62045
N -4.21665 6.67459 -2.06650
H -5.22081 6.73061 -2.15943
H -4.06256 6.74899 -1.07110
H -3.74295 7.51799 -2.35699
H -3.38795 6.01758 -4.71556
H -4.89544 5.27070 -4.43080
H -3.31755 4.31478 -4.45219
H -4.46346 4.70155 -2.07319
H -2.01188 5.35406 -1.13080
H -1.58894 5.26795 -2.82608
H -0.18214 3.55190 -2.13219
H -0.86561 1.93046 -1.95584
H -0.86175 2.95228 -0.53367
C 5.19007 3.96701 -1.03915
C 3.71959 3.90670 -0.45914
C 2.74376 4.84938 -1.20040
O 1.38942 4.75113 -0.77504
C 1.19294 5.25772 0.51957
N 3.15509 2.52713 -0.44927
H 2.29102 2.32395 0.03261
H 2.82927 2.28925 -1.37520
H 3.88752 1.88019 -0.19406
H 5.65685 4.94968 -0.97157
H 5.26287 3.82702 -2.11768
H 5.87780 3.32133 -0.49305
H 3.98801 4.14197 0.57076
H 2.79320 4.73040 -2.28276
H 3.13114 5.86009 -1.07192
H 1.88052 4.95295 1.30853
H 0.18917 4.95080 0.81338
H 1.20329 6.34734 0.49291
C -1.69093 -0.39032 -0.41985
C -0.51201 -1.25740 0.06625
C 0.83372 -1.01062 -0.57774
O 1.90565 -1.79661 -0.03450
C 3.22749 -1.32031 -0.25567
N -0.44495 -1.03715 1.57414
H -1.20873 -1.44188 2.09655
H 0.36041 -1.48833 1.98393
H -0.42616 -0.09929 1.94851
H -1.85281 -0.55781 -1.48466
H -1.57761 0.69235 -0.36437
H -2.63933 -0.68158 0.03162
H -0.74150 -2.31660 -0.05004
H 1.02364 0.04585 -0.38829
H 0.91072 -1.07053 -1.66337
H 3.44916 -0.59938 0.53123
H 3.46306 -0.88787 -1.22810
H 3.87623 -2.18214 -0.09915
C -4.27318 0.13318 -3.55662
C -4.95763 -1.16636 -3.05144
C -5.28047 -1.24510 -1.51638
O -6.32704 -0.32980 -1.24178
C -6.85294 -0.42244 0.06421
N -6.25854 -1.35369 -3.93324
H -6.04518 -1.48561 -4.91158
H -6.69665 -2.20936 -3.62340
H -6.93824 -0.61808 -3.80286
H -4.19783 0.40949 -4.60833
H -3.29169 0.25119 -3.09746
H -4.89478 0.91547 -3.12104
H -4.34063 -1.99605 -3.39644
H -4.39135 -0.93973 -0.96473
H -5.58379 -2.28048 -1.36127
H -6.97608 -1.46816 0.34599
H -7.80870 0.09141 0.16707
H -6.20056 -0.06897 0.86267
B 0.79197 -2.35115 4.61257
F 1.07712 -2.60680 3.28044
F 1.95759 -2.48960 5.31528
F 0.20961 -1.13068 4.73933
F -0.03110 -3.34376 5.20452
B 1.33193 1.79605 2.25420
F 2.30038 2.78540 2.43276
F 0.40899 1.98668 1.21647
F 1.96821 0.66254 1.92311
F 0.64118 1.62840 3.37800
B -2.07457 -3.48316 -2.59712
F -0.76532 -3.68071 -2.21318
F -2.27416 -3.19216 -3.93488
F -2.70031 -4.69457 -2.32756
F -2.63068 -2.50240 -1.76583
C -5.59351 -0.08551 3.77464
F -6.84620 -0.59255 3.84597
F -5.65519 1.03285 2.97668
F -5.31066 0.21876 5.02849
S -4.32893 -1.42641 3.07738
O -2.96921 -0.92419 3.25764
O -4.48128 -2.61627 3.90268
O -4.66238 -1.73195 1.67846
C 7.23016 -1.19708 -0.27641
F 8.44889 -1.36364 -0.80805
F 6.38256 -1.92494 -0.96908
F 7.22036 -1.57073 1.03239
S 6.82301 0.71247 -0.39155
O 5.40570 0.90017 -0.15926
O 7.61928 1.41335 0.59702
O 7.18753 1.17156 -1.78185
C 0.70151 2.03195 -5.06317
F 0.91385 1.74145 -6.36796
F 0.65982 3.36002 -4.84079
F -0.42442 1.40006 -4.67983
S 2.20934 1.45660 -4.07457
O 3.16773 2.54912 -3.93285
O 1.62331 1.32148 -2.74377
O 2.82488 0.20076 -4.60961
*
```

Results
* ΔE to the lowest compared entry with this formula, charge and spin: 0.000 eV
* LUMO: -5.1 eV
* HOMO: -11.34 eV


[3]
A structure of composition C5H8O5Tl at a distorted geometry. Source: OMol25; level of theory: ωB97M-V/def2-TZVPD.

Geometry as ORCA input:
```
! wB97M-V def2-TZVPD RIJCOSX def2/J DEFGRID3
* xyz -1 1
O 0.00042 -0.99779 1.63821
C 0.90879 -0.34994 -0.87174
C 0.08402 -2.34455 1.41143
O 1.52129 -0.13411 -1.92951
O 1.18559 -1.61306 -0.50860
C 0.11775 -2.49129 -0.11402
H -0.69220 -3.04879 1.78870
H 1.04194 -2.75716 1.80755
H 0.42888 -3.50006 -0.41517
H -0.83032 -2.15942 -0.56072
O -1.64843 2.53014 0.74227
O 0.00685 0.61394 -0.64912
C -0.89487 2.83425 -0.35444
C 0.37490 2.00039 -0.50397
H -0.52581 3.89087 -0.36919
H -1.44870 2.71898 -1.32124
H 0.99751 2.05866 0.40104
H 0.95220 2.36243 -1.36830
Tl -1.57981 0.38651 1.17682
*
```

Results
* LUMO: 3.3 eV
* HOMO: -2.85 eV


[4]
The molecule C6H10O2 at a distorted geometry. Source: OMol25; level of theory: ωB97M-V/def2-TZVPD.

Geometry as ORCA input:
```
! wB97M-V def2-TZVPD RIJCOSX def2/J DEFGRID3
* xyz 0 1
C -0.74323 -1.21331 -0.33322
C 0.55063 -1.46165 -0.05995
C -1.28287 0.08829 -0.57005
C 1.40528 -0.27643 -0.17556
C 0.79369 0.97847 0.20578
C -2.26986 0.59759 0.43995
O 2.65923 -0.56472 0.63312
O 1.01493 2.13912 -0.41880
H -1.56012 -2.07598 -0.27777
H 0.97332 -2.37280 0.19729
H -1.17920 0.60427 -1.46818
H 1.77531 -0.31600 -1.22495
H 0.61449 1.09165 1.21365
H -1.89538 1.58751 0.79424
H -2.20965 -0.18722 1.27092
H -3.24099 0.89999 0.05793
H 2.71979 -1.49796 0.69601
H 1.87464 1.97918 -0.98040
*
```

Results
* ΔE to the lowest compared entry with this formula, charge and spin: 4.752 eV
* LUMO (alpha / beta): 0.8 / 0.7 eV
* HOMO (alpha / beta): -7.36 / -7.39 eV


[5]
A cluster of 2 separate species, C2H9NOS2 in total at a distorted geometry. Source: OMol25; level of theory: ωB97M-V/def2-TZVPD.

Geometry as ORCA input:
```
! wB97M-V def2-TZVPD RIJCOSX def2/J DEFGRID3
* xyz 0 1
N -2.65080 1.18764 -0.19914
C -1.22174 1.10104 -0.54143
C -0.62627 0.03863 0.34506
S 0.82982 -0.86834 -0.24166
S 2.34023 0.56770 0.10049
H -3.08732 1.99398 -0.57502
H -2.84058 1.01362 0.76634
H -1.08791 0.76173 -1.57720
H -0.78668 2.09766 -0.46350
H -0.55541 0.46871 1.35040
H -1.33601 -0.79429 0.38981
H 2.05491 1.38400 -0.95869
H 3.05282 -3.23300 -0.20131
H 2.53798 -2.77034 1.14436
O 3.37695 -2.94873 0.66150
*
```

Results
* ΔE to the lowest compared entry with this formula, charge and spin: 0.363 eV
* LUMO: 0.3 eV
* HOMO: -9.28 eV


[6]
A cluster of 2 separate species, C2H2ClNO in total at a distorted geometry. Source: OMol25; level of theory: ωB97M-V/def2-TZVPD.

Geometry as ORCA input:
```
! wB97M-V def2-TZVPD RIJCOSX def2/J DEFGRID3
* xyz 0 1
C -0.37719 -1.27562 0.22715
C -0.44388 0.13518 0.46712
N -0.30911 -2.34450 -0.15076
O 1.19867 0.59365 -1.07891
Cl -1.87834 0.92315 0.01050
H 0.25171 0.64732 1.05857
H 1.55814 1.32083 -0.53367
*
```

Results
* ΔE to the lowest compared entry with this formula, charge and spin: 3.360 eV
* LUMO (alpha / beta): -2.4 / -2.4 eV
* HOMO (alpha / beta): -10.42 / -10.42 eV


| no. | molecular weight (g mol⁻¹) |
| --- | --- |
| 1 | 570.80 |
| 2 | 1428.79 |
| 3 | 352.50 |
| 4 | 114.14 |
| 5 | 127.23 |
| 6 | 91.50 |